Version a
54
Properties=species:S:1:pos:R:3 method="wB97M-V/def2-TZVPD" total_charge=0 smiles="O=C(CSCc1cnn(-c2ccccc2)c1-n1cccc1)NCc1ccc2c(c1)OCO2" e_lumo_ev=0.5418
O -1.90001 -1.45994 -2.10817
C -1.24981 -2.38065 -1.66368
N 0.07968 -2.51768 -1.83688
H 0.55692 -3.26848 -1.36136
C 0.86494 -1.60207 -2.63609
C 1.80114 -0.74872 -1.81682
C 1.71339 0.63221 -1.87383
C 2.56230 1.45750 -1.13784
C 3.49726 0.84234 -0.34516
C 3.59865 -0.54930 -0.28852
C 2.76719 -1.36432 -1.01267
H 2.86499 -2.43618 -0.96126
O 4.61587 -0.89465 0.55903
C 5.14337 0.32090 1.04613
O 4.44646 1.40102 0.46496
H 6.21201 0.38842 0.78646
H 5.03486 0.35963 2.14214
H 2.49135 2.53078 -1.18375
H 0.97179 1.08477 -2.51456
H 0.14988 -0.97041 -3.16804
H 1.44045 -2.18460 -3.36577
C -1.88154 -3.53831 -0.90173
H -2.93680 -3.33813 -0.72704
H -1.77465 -4.45415 -1.48500
S -1.06320 -3.86547 0.69192
C -2.02275 -2.76371 1.82641
C -2.42739 -1.48446 1.21349
C -1.69922 -0.30918 1.06690
N -2.52456 0.58893 0.46172
N -3.72966 0.06089 0.23398
C -3.68458 -1.17743 0.65944
H -4.54849 -1.80846 0.58564
C -2.26536 1.89735 0.02454
C -3.31215 2.81266 0.02461
C -3.09422 4.10224 -0.42170
C -1.83921 4.48224 -0.86854
C -0.80470 3.56178 -0.88221
C -1.01036 2.26679 -0.44275
H -0.20657 1.54921 -0.47420
H 0.17015 3.85007 -1.24543
H -1.66977 5.49124 -1.21318
H -3.90662 4.81325 -0.41959
H -4.28357 2.49230 0.36589
N -0.43741 -0.01013 1.55248
C 0.61696 -0.87989 1.59467
C 1.64470 -0.28328 2.26336
C 1.20220 0.99897 2.65355
C -0.07937 1.13812 2.20762
H -0.76740 1.95212 2.32118
H 1.76331 1.72951 3.20193
H 2.60088 -0.72230 2.46658
H 0.56375 -1.84246 1.12928
H -2.89957 -3.33335 2.13543
H -1.35552 -2.61757 2.67647


Version b
54
Properties=species:S:1:pos:R:3 method="wB97M-V/def2-TZVPD" total_charge=0 smiles="COCCNC(=O)c1ccc(-n2c(SCc3cccnc3)nc3ccccc3c2=O)cc1" e_lumo_ev=0.3482
C -6.92719 -0.79244 -2.62240
H -7.95509 -1.16535 -2.54363
O -6.12118 -1.31050 -1.59166
C -6.60440 -1.07124 -0.28805
C -6.32998 0.36000 0.19471
N -4.91644 0.63758 0.13506
C -4.18054 0.92741 1.23217
O -4.67383 1.12930 2.32449
C -2.70916 1.02896 0.98385
C -2.04288 0.18655 0.09946
C -0.67820 0.30772 -0.08068
C 0.02585 1.27074 0.62944
C -0.62637 2.11073 1.52002
C -1.98908 1.97972 1.69977
H -2.51709 2.61294 2.39598
H -0.06648 2.85847 2.06015
N 1.43003 1.41137 0.42576
C 2.29849 0.46485 0.88590
N 3.57187 0.49822 0.74142
C 4.12419 1.55719 0.07189
C 5.51074 1.60544 -0.10481
C 6.07928 2.66879 -0.76750
C 5.28940 3.70412 -1.26607
C 3.92348 3.67093 -1.10054
C 3.32736 2.59976 -0.43282
C 1.88073 2.55385 -0.25866
O 1.08979 3.38233 -0.65226
H 3.28567 4.45696 -1.47574
H 5.75256 4.53102 -1.78251
H 7.15025 2.70298 -0.90319
H 6.11276 0.80070 0.28708
S 1.57049 -0.85583 1.78321
C 3.05243 -1.89518 2.09666
C 3.29559 -2.81732 0.95104
C 2.57231 -3.99761 0.81065
C 2.81645 -4.81177 -0.28160
C 3.77406 -4.40798 -1.20061
N 4.46204 -3.28569 -1.08216
C 4.22840 -2.51350 -0.03765
H 4.80605 -1.60089 0.01653
H 4.00193 -5.00600 -2.07308
H 2.27557 -5.73544 -0.41771
H 1.82851 -4.26726 1.54773
H 3.87926 -1.20492 2.24882
H 2.81769 -2.43930 3.01085
H -0.15587 -0.33991 -0.76926
H -2.57702 -0.58327 -0.43860
H -4.46131 0.42419 -0.73883
H -6.87650 1.08232 -0.42140
H -6.64195 0.47249 1.23484
H -6.06615 -1.77639 0.35083
H -7.68081 -1.28279 -0.22889
H -6.94747 0.30275 -2.62220
H -6.48826 -1.13981 -3.55579


Ranking the structures above by stability puts version b first and version a last.